[1]
Computed, not measured: C51H54CdN9O4P2 as an isolated structure in a non-equilibrium geometry, with ωB97M-V with the def2-TZVPD basis set.

Geometry as XYZ:
```
121
Properties=species:S:1:pos:R:3:forces:R:3
Cd -0.173 0.777 -0.482 0.78 -1.01 1.37
C -5.436 5.672 -0.068 0.10 0.06 -0.05
C -4.566 4.485 -0.356 0.01 -0.02 0.11
C -5.046 3.376 -1.045 0.15 0.18 0.20
C -4.231 2.308 -1.311 0.07 0.03 -0.06
C -2.875 2.250 -0.909 -0.07 0.19 -0.03
N -2.088 1.182 -1.166 -0.91 0.03 -0.30
C -2.584 0.057 -1.796 -0.44 -0.08 -0.47
C -3.737 -0.620 -1.376 0.34 -0.07 0.02
C -4.236 -1.703 -2.067 0.06 -0.09 -0.08
C -3.587 -2.198 -3.190 0.05 0.07 0.00
C -4.124 -3.366 -3.957 0.09 -0.06 0.04
C -2.407 -1.588 -3.580 0.04 0.10 0.09
C -1.917 -0.469 -2.922 -0.90 -0.32 0.56
N -0.771 0.160 -3.448 0.04 0.01 -0.68
C -0.504 0.314 -4.761 0.35 0.25 -0.22
C 0.676 1.017 -4.860 -0.17 -0.14 -0.06
C 1.053 1.257 -3.539 -0.19 -0.13 -0.09
N 0.177 0.722 -2.702 0.62 -0.02 -0.41
C -2.367 3.430 -0.292 -0.90 -0.20 -0.28
C -3.225 4.493 -0.017 -0.03 -0.11 -0.05
N -0.985 3.627 -0.042 0.37 0.33 0.50
C -0.439 4.553 0.777 0.49 0.09 0.10
C 0.922 4.554 0.567 -0.15 0.02 0.02
C 1.122 3.581 -0.408 -0.34 0.29 -0.01
N -0.031 3.036 -0.769 0.47 0.54 -0.60
H -6.488 5.416 -0.173 -0.07 0.03 0.03
H -5.213 6.481 -0.764 -0.08 0.11 0.00
H -5.265 6.045 0.941 -0.08 0.07 0.06
H -6.072 3.356 -1.380 -0.14 0.01 -0.06
H -4.629 1.490 -1.888 -0.02 -0.04 0.02
H -4.243 -0.277 -0.485 -0.04 0.11 0.01
H -5.153 -2.170 -1.739 -0.13 -0.10 0.09
H -5.177 -3.516 -3.738 -0.10 -0.08 -0.03
H -3.582 -4.273 -3.690 -0.01 -0.15 -0.03
H -4.009 -3.208 -5.027 -0.04 -0.06 -0.09
H -1.861 -1.983 -4.424 0.09 -0.05 -0.13
H -1.164 -0.047 -5.523 -0.17 -0.06 -0.04
H 1.184 1.320 -5.752 0.05 0.08 -0.20
H 1.901 1.803 -3.177 0.16 0.06 0.14
H -2.826 5.385 0.442 0.08 0.14 0.00
H -1.008 5.159 1.449 -0.25 0.08 0.06
H 1.662 5.152 1.056 0.09 0.17 0.14
H 2.037 3.264 -0.870 0.13 -0.16 -0.04
O 1.876 -0.141 -0.265 -0.26 0.50 0.62
P 2.847 -0.968 -1.000 1.20 -0.95 -1.19
C 2.038 -2.337 -1.943 -0.22 0.50 0.74
P 0.584 -2.807 -0.903 0.76 -1.20 -0.44
O -0.414 -1.728 -0.796 -0.55 0.64 0.21
C 1.237 -3.311 0.711 -0.34 0.06 -0.32
C 0.664 -2.701 1.816 -0.01 0.11 -0.15
C 1.019 -3.105 3.090 0.01 -0.03 0.13
C 1.939 -4.128 3.255 -0.03 0.03 0.02
C 2.516 -4.734 2.149 0.11 -0.10 -0.07
C 2.165 -4.330 0.874 -0.07 0.05 -0.04
C -0.144 -4.310 -1.629 0.27 0.44 0.22
C -1.362 -4.680 -1.069 -0.05 0.09 0.06
C -2.039 -5.788 -1.541 -0.05 -0.01 0.03
C -1.502 -6.531 -2.580 0.03 0.00 -0.02
C -0.286 -6.170 -3.134 0.03 -0.11 -0.11
C 0.399 -5.064 -2.658 0.06 0.11 0.03
C 3.782 0.029 -2.200 -0.20 -0.28 0.42
C 4.103 1.306 -1.747 0.00 -0.01 0.09
C 4.742 2.200 -2.586 0.01 0.07 0.03
C 5.059 1.820 -3.882 -0.03 -0.01 -0.05
C 4.750 0.546 -4.328 0.04 -0.05 -0.11
C 4.115 -0.355 -3.490 -0.04 -0.07 0.13
C 4.041 -1.702 0.150 -0.25 0.34 -0.27
C 5.077 -2.527 -0.265 -0.12 0.04 -0.04
C 6.000 -2.977 0.662 0.08 -0.11 -0.10
C 5.892 -2.599 1.991 0.00 0.01 0.04
C 4.862 -1.768 2.401 0.10 -0.05 0.05
C 3.937 -1.314 1.480 -0.15 0.08 -0.04
H 2.728 -3.161 -2.122 0.01 -0.05 0.02
H 1.646 -1.944 -2.887 0.03 -0.03 0.04
H -0.053 -1.913 1.635 -0.09 0.10 0.08
H 0.573 -2.642 3.958 -0.04 0.07 0.06
H 2.197 -4.463 4.248 0.06 -0.01 0.08
H 3.226 -5.535 2.285 0.09 -0.06 0.01
H 2.598 -4.805 0.006 0.10 -0.15 -0.05
H -1.767 -4.075 -0.269 -0.16 0.00 0.06
H -2.985 -6.073 -1.105 -0.09 0.00 0.05
H -2.031 -7.393 -2.959 -0.04 -0.07 -0.03
H 0.131 -6.751 -3.943 0.04 -0.05 -0.07
H 1.348 -4.793 -3.098 0.08 0.03 -0.08
H 3.819 1.583 -0.741 0.04 0.12 0.07
H 4.983 3.195 -2.242 0.02 0.06 0.05
H 5.541 2.519 -4.548 0.06 0.06 -0.04
H 4.997 0.254 -5.337 0.03 -0.03 -0.10
H 3.870 -1.344 -3.848 -0.04 -0.09 -0.07
H 5.163 -2.803 -1.306 0.10 -0.06 -0.11
H 6.813 -3.613 0.346 0.08 -0.07 -0.03
H 6.624 -2.944 2.705 0.06 -0.04 0.08
H 4.791 -1.466 3.435 -0.04 0.03 0.09
H 3.129 -0.658 1.770 -0.06 0.06 0.07
N -1.736 0.320 1.866 -0.11 -0.23 0.17
C -0.881 0.395 3.038 0.18 0.23 0.09
C -1.548 0.845 4.358 0.14 0.00 -0.12
C -2.440 2.094 4.349 0.16 -0.02 -0.08
C -1.796 3.389 3.830 -0.50 -0.30 0.25
N -0.462 3.590 4.349 0.34 0.07 -0.01
C -0.109 3.829 5.596 -0.05 0.15 -0.32
N -0.939 4.371 6.499 -0.12 0.04 0.01
N 1.150 3.535 5.920 0.20 -0.06 0.18
C 0.387 1.232 2.687 -0.55 -0.35 0.19
O 1.073 1.643 3.657 0.52 -0.08 0.27
O 0.620 1.477 1.500 0.27 0.14 0.00
H -2.208 1.207 1.712 -0.09 -0.10 -0.17
H -2.441 -0.402 1.978 -0.01 0.14 -0.12
H -0.500 -0.614 3.236 0.01 0.11 -0.03
H -0.742 0.976 5.082 -0.06 -0.07 0.06
H -2.176 0.025 4.715 0.05 -0.02 0.04
H -2.757 2.254 5.382 -0.15 -0.02 -0.03
H -3.337 1.904 3.757 -0.08 0.08 0.02
H -2.440 4.238 4.081 0.05 0.00 -0.21
H -1.695 3.343 2.744 -0.03 0.16 0.08
H 0.250 2.985 3.878 -0.10 0.23 0.12
H -1.822 4.750 6.199 0.06 -0.03 0.00
H -0.590 4.675 7.390 -0.01 -0.02 0.00
H 1.660 2.937 5.280 0.02 -0.05 0.04
H 1.522 3.699 6.837 -0.04 0.00 0.02
```
Forces are in eV/Å.

Relative energy (zero: lowest compared OMol25 entry of this formula, charge and spin) = 23.5 kcal per mole
Charge = +1
Frontier orbital gap = 6.40 eV

Here are the Löwdin charges for atoms 1 to 8, given in e: 1.423 -0.059 -0.298 -0.048 -0.023 -0.245 -0.081 -0.281

---

[2]
Computed, not measured: a 2-piece molecular cluster, C51H55FN3OSi overall in a non-equilibrium geometry, with ωB97M-V with the def2-TZVPD basis set.

Geometry as XYZ:
```
112
Properties=species:S:1:pos:R:3:forces:R:3
C -2.679 -4.349 2.269 -0.02 -0.30 0.07
Si -3.815 -2.918 2.604 0.24 0.32 0.12
C -5.586 -3.318 2.195 -0.07 -0.09 0.00
C -3.607 -2.267 4.339 -0.06 -0.18 0.23
O -3.469 -1.692 1.541 0.03 0.60 -0.81
C -2.474 -0.740 1.239 -0.43 0.11 0.34
C -2.800 0.609 1.923 0.21 -0.48 0.02
C -4.109 0.890 2.319 0.00 0.24 0.23
C -4.422 2.146 2.852 0.04 -0.19 -0.14
C -3.431 3.119 2.990 -0.01 0.04 -0.09
C -2.118 2.827 2.615 0.01 -0.18 -0.14
C -1.802 1.573 2.083 -0.21 0.37 0.09
C -1.089 -1.291 1.614 -0.63 -0.06 0.04
C -0.533 -1.004 2.863 0.48 -0.24 0.02
C 0.690 -1.581 3.232 -0.32 0.10 -0.09
C 1.339 -2.461 2.366 0.01 0.04 -0.09
C 0.752 -2.789 1.141 -0.22 0.02 -0.09
C -0.479 -2.230 0.781 0.56 -0.06 0.25
C -2.658 -0.510 -0.305 -0.48 -0.45 -0.06
C -4.034 0.078 -0.683 0.04 -0.47 -0.71
C -3.831 1.570 -0.956 0.01 0.51 0.37
C -2.324 1.764 -1.161 -0.27 1.03 0.20
N -1.721 0.483 -0.803 1.83 -0.35 -0.55
C -0.434 0.262 -1.032 -1.87 -0.25 -0.42
C 0.479 1.316 -1.082 1.85 0.75 -0.84
C 1.687 1.195 -1.734 -0.75 -0.64 1.93
C 2.817 2.052 -1.450 0.99 1.28 -0.03
C 4.156 1.567 -1.460 -0.82 -0.01 -0.01
C 5.229 2.418 -1.216 -0.18 0.17 0.25
C 4.999 3.776 -0.956 -0.17 -0.28 -0.03
C 3.687 4.266 -0.909 0.01 -0.13 0.06
C 2.609 3.418 -1.140 0.21 -0.44 -0.06
H -3.112 -5.239 2.747 0.21 0.04 -0.12
H -2.599 -4.542 1.192 -0.07 -0.03 0.17
H -1.665 -4.204 2.661 -0.21 0.02 -0.02
H -5.929 -4.181 2.782 -0.01 0.18 -0.14
H -6.248 -2.468 2.413 0.14 -0.19 -0.01
H -5.693 -3.563 1.130 0.02 0.02 0.23
H -4.213 -2.893 5.013 0.23 0.24 0.00
H -2.557 -2.329 4.659 -0.27 0.00 -0.02
H -3.937 -1.223 4.441 0.01 -0.29 -0.05
H -4.890 0.130 2.213 0.37 0.31 0.09
H -5.453 2.356 3.141 0.33 0.00 -0.03
H -3.684 4.110 3.377 0.10 -0.39 -0.07
H -1.328 3.570 2.729 -0.25 -0.15 0.02
H -0.767 1.337 1.821 -0.37 0.16 0.03
H -1.051 -0.337 3.558 0.25 -0.25 -0.29
H 1.121 -1.324 4.202 -0.08 -0.18 -0.30
H 2.299 -2.902 2.647 -0.34 0.16 -0.10
H 1.240 -3.485 0.454 -0.13 0.15 0.33
H -0.967 -2.540 -0.146 0.25 0.04 0.31
H -2.511 -1.465 -0.836 0.03 0.34 0.34
H -4.320 -0.397 -1.631 -0.12 -0.02 0.28
H -4.811 -0.139 0.053 0.27 0.01 -0.18
H -4.375 1.915 -1.841 0.05 -0.17 0.20
H -4.168 2.175 -0.108 0.06 -0.13 -0.14
H -2.066 2.016 -2.201 0.11 -0.38 0.31
H -1.929 2.576 -0.527 -0.18 -0.32 -0.08
H -0.098 -0.763 -1.208 -0.18 0.31 0.36
H 0.212 2.258 -0.592 0.18 -0.44 0.02
H 1.860 0.328 -2.371 -0.04 0.02 0.26
H 4.330 0.502 -1.644 0.02 0.36 -0.02
H 6.250 2.020 -1.227 -0.44 0.18 0.04
H 5.843 4.442 -0.776 -0.26 -0.15 -0.05
H 3.495 5.313 -0.674 0.13 -0.25 -0.09
H 1.585 3.798 -1.098 0.42 0.01 -0.10
F 5.375 -0.717 -4.084 -0.48 0.42 -0.40
C 4.561 -0.205 -5.149 0.48 -0.38 -0.70
C 5.421 -0.188 -6.428 -0.24 -0.14 0.35
C 6.672 -0.810 -6.467 -0.08 0.05 -0.05
C 7.491 -0.665 -7.588 -0.25 0.09 0.02
C 7.057 0.100 -8.675 -0.04 0.04 0.01
C 5.786 0.685 -8.660 -0.04 -0.20 0.35
C 4.964 0.530 -7.536 0.21 -0.06 -0.33
C 3.342 -1.129 -5.212 0.66 -0.29 0.16
C 2.981 -1.792 -6.387 -0.40 0.10 0.20
C 1.819 -2.578 -6.413 0.23 0.15 0.04
C 1.040 -2.718 -5.266 -0.02 0.22 0.01
C 1.462 -2.133 -4.066 0.39 -0.11 -0.07
C 2.653 -1.406 -4.023 -0.28 -0.07 -0.32
C 4.265 1.259 -4.712 -0.34 0.23 0.35
C 5.602 2.046 -4.587 -0.25 -0.49 0.62
C 5.473 3.318 -5.410 0.25 0.43 -0.28
C 4.051 3.358 -5.960 -0.25 -0.24 -0.33
N 3.389 2.089 -5.581 0.33 0.47 -0.51
C 2.016 2.171 -5.267 0.14 -0.09 0.50
C 1.474 3.230 -4.508 -0.20 -0.42 0.32
C 0.329 2.947 -3.765 0.80 -0.20 -0.55
N -0.214 1.729 -3.747 -1.83 0.25 -0.73
C 0.075 0.885 -4.737 0.48 0.43 -0.20
C 1.166 1.099 -5.575 0.10 0.09 0.36
H 7.008 -1.402 -5.616 -0.07 0.23 -0.22
H 8.469 -1.150 -7.591 -0.28 0.20 -0.11
H 7.711 0.239 -9.537 -0.21 -0.07 0.23
H 5.416 1.265 -9.507 0.21 -0.21 0.20
H 3.963 0.966 -7.505 0.44 -0.10 -0.13
H 3.603 -1.691 -7.278 -0.31 0.02 0.25
H 1.537 -3.070 -7.344 0.02 0.08 0.30
H 0.112 -3.292 -5.299 0.30 0.15 0.01
H 0.878 -2.264 -3.153 0.16 -0.13 -0.20
H 3.077 -1.085 -3.068 -0.22 0.06 -0.36
H 3.763 1.181 -3.728 0.34 -0.05 -0.44
H 5.749 2.270 -3.524 0.05 0.01 -0.39
H 6.457 1.437 -4.903 -0.31 0.15 0.07
H 5.651 4.209 -4.794 0.08 -0.23 -0.19
H 6.198 3.325 -6.235 -0.16 0.02 0.27
H 3.508 4.226 -5.571 0.08 -0.21 -0.10
H 4.040 3.431 -7.057 0.04 0.09 0.23
H 1.988 4.177 -4.369 -0.12 -0.23 -0.03
H -0.095 3.708 -3.108 0.10 -0.24 0.03
H -0.532 -0.016 -4.853 0.13 0.24 0.19
H 1.405 0.414 -6.380 0.13 -0.06 0.30
```
Forces are in eV/Å.

Relative energy (zero: lowest compared OMol25 entry of this formula, charge and spin) = 0.0 kcal per mole
Charge = +1
Frontier orbital gap = 6.56 eV

Here are the Löwdin charges for atoms 1 to 8, given in e: -0.149 0.398 -0.150 -0.143 -0.163 -0.333 -0.152 -0.037

---

> What is the frontier orbital gap in the second record?

6.56 eV

---

> Which of these has the highest relative energy (zero: lowest compared OMol25 entry of this formula, charge and spin)?

C51H54CdN9O4P2